Entry from the Open Molecules 2025 dataset: a cluster of 11 separate species, C44H66O33 in total at a distorted geometry (the ωB97M-V functional and the def2-TZVPD basis).

```
143
Properties=species:S:1:pos:R:3:mulliken_charge:R:1
C -2.152 3.750 -6.526 -1.4391
C -2.286 2.429 -7.182 0.7891
C -2.169 1.285 -6.127 0.1485
O -3.280 0.494 -6.324 -0.3282
C -4.113 1.011 -7.216 0.5975
O -5.074 0.501 -7.665 -0.5349
O -3.543 2.213 -7.634 -0.3854
H -2.390 4.521 -7.259 0.3398
H -1.182 3.893 -6.051 0.3619
H -2.800 3.772 -5.650 0.3864
H -1.513 2.233 -7.926 0.2250
H -2.085 1.572 -5.078 0.0383
H -1.314 0.629 -6.286 -0.2279
C -2.964 6.623 -1.527 -1.1806
C -2.277 7.021 -0.162 0.4576
C -1.204 6.104 0.419 0.2105
O -0.190 6.978 0.849 -0.3742
C -0.514 8.217 0.446 0.6265
O 0.037 9.292 0.683 -0.6360
O -1.442 8.129 -0.406 -0.3436
H -3.589 5.736 -1.426 0.1763
H -2.138 6.456 -2.218 0.3462
H -3.675 7.313 -1.981 0.4035
H -2.972 7.149 0.667 0.2638
H -0.849 5.470 -0.393 0.0442
H -1.438 5.425 1.239 0.0133
C -5.305 2.523 2.276 -1.3932
C -5.968 2.219 0.934 0.8121
C -7.448 2.453 0.900 -0.4540
O -7.690 3.491 0.055 -0.4059
C -6.528 4.026 -0.299 0.6053
O -6.397 5.097 -0.740 -0.5144
O -5.581 3.258 0.181 -0.2664
H -5.749 3.441 2.660 0.3961
H -4.265 2.837 2.182 0.2334
H -5.588 1.668 2.890 0.3661
H -5.600 1.311 0.457 0.0333
H -7.814 2.878 1.835 0.2582
H -8.070 1.562 0.806 0.3267
C -1.903 1.973 7.054 -1.4598
C -2.622 1.976 5.699 0.4404
C -2.183 3.078 4.728 -0.4716
O -1.898 2.338 3.533 -0.1918
C -1.794 1.065 3.846 0.5897
O -1.613 0.211 2.980 -0.5860
O -2.227 0.864 5.025 -0.3430
H -2.207 2.871 7.590 0.4058
H -0.836 2.194 7.043 0.3753
H -2.143 1.068 7.612 0.3313
H -3.706 1.864 5.711 0.3135
H -1.351 3.650 5.137 0.2764
H -2.845 3.910 4.492 0.3417
C 6.825 -0.400 -2.760 -1.4033
C 7.149 -0.046 -1.290 0.3503
C 7.053 1.506 -1.000 -0.5183
O 6.097 1.586 0.035 -0.3308
C 5.585 0.392 0.376 0.5919
O 4.727 0.049 1.179 -0.4912
O 6.151 -0.607 -0.494 -0.2125
H 7.342 0.201 -3.508 0.4115
H 5.785 -0.174 -2.995 0.3454
H 7.042 -1.455 -2.925 0.3413
H 8.084 -0.371 -0.832 0.3153
H 6.794 2.036 -1.917 0.2907
H 8.030 1.938 -0.781 0.3287
C 3.409 -3.129 -4.952 -1.4208
C 2.151 -2.512 -5.613 0.4211
C 0.965 -2.263 -4.733 -0.0990
O 0.564 -0.931 -4.956 -0.3018
C 1.404 -0.505 -5.855 0.7002
O 1.205 0.447 -6.560 -0.6505
O 2.391 -1.125 -5.829 -0.2748
H 3.631 -4.188 -5.082 0.4110
H 3.573 -2.662 -3.981 0.3124
H 4.177 -2.650 -5.561 0.3844
H 1.993 -3.088 -6.525 0.2833
H 1.078 -2.733 -3.756 -0.0395
H 0.109 -2.779 -5.167 0.2943
C 3.852 -4.916 1.908 -1.2351
C 4.930 -5.877 2.044 0.5194
C 6.119 -5.697 1.130 -0.3529
O 7.189 -5.466 2.020 -0.3603
C 6.842 -5.236 3.271 0.7368
O 7.625 -5.168 4.234 -0.5685
O 5.535 -5.560 3.376 -0.3726
H 3.329 -5.025 0.958 0.3536
H 4.219 -3.900 2.052 0.1571
H 3.067 -5.140 2.632 0.3755
H 4.462 -6.861 2.053 0.2616
H 5.959 -4.858 0.453 0.1752
H 6.302 -6.537 0.460 0.3090
C -7.406 -1.560 1.931 -1.3302
C -5.946 -1.891 1.718 0.2018
C -5.568 -3.294 1.313 -0.5362
O -4.619 -3.079 0.265 -0.3082
C -4.671 -1.813 -0.126 0.4905
O -4.005 -1.309 -1.058 -0.5960
O -5.515 -1.118 0.621 -0.0589
H -8.075 -2.298 2.373 0.3954
H -7.856 -1.574 0.938 0.3701
H -7.467 -0.593 2.430 0.2619
H -5.231 -1.535 2.460 0.3687
H -6.484 -3.620 0.821 0.3712
H -5.379 -3.941 2.169 0.3748
C 1.504 0.218 -0.017 -0.9795
C 0.802 1.085 -1.008 0.1259
C -0.288 0.423 -1.783 0.5866
O -1.344 1.356 -1.751 -0.1767
C -1.006 2.415 -0.987 0.4620
O -1.689 3.442 -0.862 -0.6424
O 0.102 2.131 -0.292 -0.3807
H 1.786 0.840 0.832 0.4419
H 2.435 -0.126 -0.467 0.2043
H 0.922 -0.683 0.174 0.0680
H 1.368 1.661 -1.740 0.3940
H -0.498 -0.493 -1.231 0.0563
H 0.116 0.062 -2.729 -0.1929
C -1.691 -5.721 0.751 -1.5052
C -1.164 -5.142 -0.567 0.4877
C -1.656 -3.622 -0.729 -0.0727
O -0.368 -3.028 -0.874 -0.1158
C 0.681 -3.965 -0.847 0.4212
O 1.828 -3.778 -1.272 -0.5510
O 0.224 -5.135 -0.507 -0.2990
H -1.577 -5.016 1.574 0.3930
H -1.141 -6.619 1.030 0.3666
H -2.764 -5.890 0.657 0.3429
H -1.533 -5.736 -1.403 0.2117
H -2.054 -3.311 0.237 0.0519
H -2.293 -3.503 -1.606 0.2767
C 4.084 -0.975 5.488 -1.5084
C 5.107 -1.050 4.315 0.5813
C 6.151 -0.050 4.428 -0.3649
O 6.933 -0.562 5.545 -0.3593
C 6.769 -1.910 5.516 0.5047
O 7.559 -2.749 5.965 -0.5446
O 5.807 -2.204 4.585 -0.2581
H 4.548 -0.964 6.474 0.3260
H 3.570 -1.936 5.483 0.3730
H 3.436 -0.139 5.223 0.4287
H 4.625 -1.165 3.344 0.2717
H 5.835 0.969 4.652 0.3212
H 6.800 0.152 3.576 0.2137
```

Results
SMILES   C[C@H]1COC(=O)O1.C[C@H]1COC(=O)O1.C[C@H]1COC(=O)O1.C[C@H]1COC(=O)O1.C[C@H]1COC(=O)O1.C[C@H]1COC(=O)O1.C[C@H]1COC(=O)O1.C[C@H]1COC(=O)O1.C[C@H]1COC(=O)O1.C[C@H]1COC(=O)O1.C[C@H]1COC(=O)O1
Total charge   0
LUMO level   -0.14 eV